Below is an isolated molecule of C6H10O, with properties calculated with ωB97M-V/def2-TZVPD.

## Properties
2S+1	1
Kohn-Sham gap	10.25	eV
SMILES string	C[C@H]1C=CC[C@H]1O
charge	0
lowest unoccupied orbital energy	1.009	eV
HOMO	-9.24	eV

Each line ends with the Löwdin charge.
Element x y z (Å)
C (0.0460, -1.7657, -1.1796)  -0.05
C (0.1484, -0.3447, -0.6301)  -0.33
C (-0.9641, 0.6797, -0.7015)  -0.07
C (-0.6859, 1.6757, 0.1478)  -0.10
C (0.5039, 1.3143, 1.0294)  -0.13
C (0.6152, -0.2028, 0.8312)  -0.36
O (-0.2103, -0.9097, 1.7433)  -0.03
H (-0.4855, -2.4472, -0.5049)  0.08
H (1.0504, -2.1856, -1.3206)  0.08
H (-0.4546, -1.7979, -2.1534)  0.07
H (0.7836, 0.3168, -1.2489)  0.15
H (-1.6300, 0.6997, -1.5597)  0.11
H (-1.0810, 2.6848, 0.0781)  0.10
H (1.4219, 1.7957, 0.6533)  0.12
H (0.4030, 1.5752, 2.0884)  0.12
H (1.6205, -0.6011, 1.0030)  0.15
H (-1.0816, -0.4871, 1.7243)  0.10

=====

Below is a structure of composition C4H11MnO3, with properties calculated with ωB97M-V/def2-TZVPD.

## Properties
2S+1	7
Kohn-Sham gap (spin up / spin down)	6.95 / 9.65	eV
expectation value of S²	12.00
charge	0
lowest unoccupied orbital energy (spin up / spin down)	0.670 / 0.365	eV
HOMO (spin up / spin down)	-6.28 / -9.28	eV

Each line ends with the Löwdin spin population.
Element x y z (Å)
O (0.4518, 0.3978, 1.3471)  0.23
Mn (2.2435, -0.1777, 1.0426)  5.47
H (-0.0218, 2.3668, 0.7813)  0.00
C (-0.5482, -0.4570, 0.5931)  0.03
C (0.0970, -1.0810, -0.6338)  0.02
O (1.3958, -1.5430, -0.2523)  0.17
C (2.0673, -2.2857, -1.2561)  0.04
H (-1.5723, -0.1593, 0.3044)  0.00
H (-0.7971, -1.2725, 1.3018)  0.00
H (0.2122, -0.3365, -1.4397)  0.00
H (-0.4914, -1.9333, -1.0063)  0.00
H (3.0727, -2.5063, -0.8808)  0.02
H (1.5202, -3.2186, -1.4527)  0.00
H (2.1449, -1.7020, -2.1853)  0.00
O (-0.8462, 2.3686, 0.0846)  0.01
C (-1.9970, 2.7937, 0.7705)  0.00
H (-2.1384, 3.8675, 0.5869)  0.00
H (-2.8954, 2.2463, 0.4357)  0.00
H (-1.8974, 2.6322, 1.8590)  0.00